[1]
A single C10H24O2Si molecule in a non-equilibrium geometry, computed with the ωB97M-V functional and the def2-TZVPD basis.

The HOMO-LUMO gap comes out at 10.56 eV.

```
37
Properties=species:S:1:pos:R:3:forces:R:3:nbo_charge:R:1
C -1.419 0.205 -1.934 0.75 -1.01 1.98 -0.6553
C 0.065 0.327 -2.135 2.69 1.01 -0.53 0.3108
C 0.641 -0.719 -3.123 0.88 0.41 2.03 -0.6238
C 0.403 1.756 -2.790 0.77 -1.50 0.16 -0.6529
O 0.831 0.146 -0.870 -1.14 0.83 -0.52 -0.9463
Si 0.448 0.955 0.560 -0.08 -0.66 -1.01 2.1326
C 2.032 1.179 1.539 -0.45 -1.63 -0.72 -1.1709
C -0.010 2.726 0.073 -1.63 -0.81 2.19 -1.1603
O -0.752 0.087 1.394 0.21 1.78 -1.72 -0.9052
C -0.636 -1.210 1.859 -1.12 -3.98 -0.91 0.2927
C -0.290 -1.088 3.292 0.06 -2.99 0.78 -0.6227
C -1.974 -2.111 1.742 -0.44 -0.03 1.19 -0.6373
C 0.460 -2.053 1.023 -0.64 2.77 -0.10 -0.6432
H -1.675 -0.776 -1.512 0.16 -0.01 -0.11 0.2150
H -1.936 0.274 -2.857 -0.68 0.69 -0.69 0.2222
H -1.652 0.905 -1.117 -0.69 0.11 -0.78 0.2222
H 1.687 -0.533 -3.461 -0.65 0.19 0.58 0.2137
H 0.023 -0.562 -3.957 -0.89 -0.86 -1.43 0.2025
H 0.633 -1.687 -2.593 -0.34 0.12 -0.81 0.2180
H 0.376 1.645 -3.892 -0.15 0.07 0.51 0.2097
H 1.491 1.963 -2.532 -1.52 0.21 -0.15 0.2248
H -0.343 2.506 -2.502 0.61 0.04 -0.02 0.2102
H 2.820 0.436 1.399 -0.37 -0.36 0.21 0.2492
H 1.803 1.319 2.564 -0.05 0.05 1.15 0.2365
H 2.485 2.049 1.185 0.62 1.81 -0.61 0.2383
H 0.274 3.304 0.976 -0.53 0.13 -0.59 0.2384
H 0.595 3.001 -0.726 1.41 0.48 -1.11 0.2441
H -1.044 2.915 -0.276 0.41 -0.01 0.65 0.2406
H 0.583 -0.538 3.261 2.07 1.19 0.69 0.2024
H -1.011 -0.611 3.926 -0.58 0.29 0.03 0.2167
H -0.064 -2.121 3.695 -0.19 1.12 -0.15 0.2023
H -1.812 -3.210 2.074 0.29 1.82 -0.63 0.2116
H -2.428 -2.151 0.730 0.36 0.25 0.53 0.2117
H -2.752 -1.759 2.499 0.82 -0.10 -1.16 0.2065
H 1.414 -1.495 1.230 -0.56 -0.66 -0.85 0.2027
H 0.617 -3.066 1.313 -0.29 -0.75 0.56 0.2145
H 0.118 -2.010 -0.059 0.88 -0.03 1.36 0.2277
```
Positions in Å, forces in eV/Å.


[2]
A molecular structure, C10H25B4NO6 in a non-equilibrium geometry, computed with the ωB97M-V functional and the def2-TZVPD basis.

The HOMO-LUMO gap comes out at 9.75 eV.

```
46
Properties=species:S:1:pos:R:3:forces:R:3:nbo_charge:R:1
C 4.601 -0.648 0.066 0.75 0.01 -0.08 -0.4296
N 5.147 0.719 0.075 -1.31 -0.13 -0.94 -0.6692
C 6.079 0.839 -1.084 -0.48 0.45 0.70 -0.4235
B 4.113 1.740 -0.088 1.51 0.91 1.49 0.8077
O 4.524 3.098 0.102 -0.03 -1.60 -0.33 -0.9051
B 2.530 1.417 -0.525 -1.35 0.73 -0.17 0.8500
O 1.507 0.951 0.328 0.31 -0.89 -1.58 -0.8885
B 0.601 0.082 -0.296 -0.68 0.12 0.04 0.9697
O 0.535 -0.136 -1.694 1.86 0.15 0.80 -0.8949
B 1.718 0.302 -2.302 -0.94 1.62 0.15 0.9973
O 2.188 1.585 -1.902 0.55 -2.02 0.78 -0.8961
H 5.409 -1.339 0.323 -0.08 -0.05 -0.07 0.2038
H 4.270 -0.906 -0.955 -0.26 -0.22 0.24 0.1651
H 3.824 -0.797 0.814 -0.17 0.18 -0.14 0.2139
H 6.567 1.806 -0.994 0.28 -0.11 -0.24 0.2198
H 5.492 0.794 -2.015 0.34 -0.04 -0.09 0.1690
H 6.791 0.018 -1.082 0.15 0.07 0.08 0.2056
H 4.561 3.493 -0.763 -0.18 0.87 -0.45 0.4892
H -0.148 -0.562 0.361 -0.03 0.17 0.11 -0.0855
H 2.375 -0.325 -3.057 -0.26 -0.21 -0.29 -0.1023
C -3.411 -4.278 -0.143 -0.23 -0.02 0.01 -0.4307
C -2.592 -3.746 -1.309 0.18 -0.11 -0.04 -0.4300
C -2.360 -2.303 -0.892 -0.10 0.20 0.03 -0.0719
O -2.322 -2.292 0.541 -0.06 -0.15 -0.09 -0.5416
C -2.784 -3.553 1.037 0.19 0.04 0.06 -0.0655
H -3.376 -5.362 -0.040 0.01 0.01 0.01 0.2171
H -4.457 -3.980 -0.254 0.02 -0.02 0.02 0.2019
H -1.638 -4.277 -1.368 -0.02 0.02 -0.02 0.2003
H -3.090 -3.833 -2.274 -0.01 0.02 0.02 0.2182
H -3.185 -1.659 -1.216 0.02 -0.02 -0.08 0.1643
H -1.428 -1.896 -1.284 0.00 0.04 0.07 0.1941
H -1.921 -4.103 1.428 -0.05 -0.06 0.03 0.1635
H -3.487 -3.386 1.854 0.03 0.08 0.00 0.1840
C -1.809 2.845 1.522 0.08 0.10 0.17 -0.4320
C -2.503 1.493 1.582 0.05 -0.16 -0.17 -0.4307
C -3.948 1.894 1.827 -0.08 0.13 0.13 -0.0662
O -4.131 3.167 1.194 0.15 -0.06 0.02 -0.5392
C -2.854 3.700 0.824 -0.12 -0.03 -0.17 -0.0666
H -0.855 2.828 0.995 -0.01 0.00 0.00 0.2173
H -1.632 3.219 2.534 0.02 0.01 -0.03 0.2016
H -2.413 0.984 0.619 -0.01 -0.05 0.06 0.2029
H -2.111 0.831 2.353 -0.01 -0.01 -0.03 0.2232
H -4.152 2.012 2.897 0.01 -0.08 0.01 0.1624
H -4.661 1.178 1.415 -0.03 0.07 -0.03 0.1830
H -2.759 3.633 -0.265 0.07 0.04 0.00 0.1616
H -2.803 4.751 1.112 -0.09 0.00 0.00 0.1825
```
Positions in Å, forces in eV/Å.


[3]
A molecular structure, C10H25BCl2CoLiO3 in a non-equilibrium geometry, computed with the ωB97M-V functional and the def2-TZVPD basis.

The total charge is +1. The HOMO-LUMO gap (spin up / spin down) comes out at 6.48 / 6.37 eV. The spin multiplicity is 4. As for the expectation value of S²: 3.76.

```
43
Properties=species:S:1:pos:R:3:forces:R:3:nbo_charge:R:1
Co -2.313 -1.289 2.573 -0.08 0.35 -2.72 1.4796
Li 0.562 0.484 3.327 -0.30 0.66 -0.82 0.9595
C -0.769 0.646 0.760 -1.03 -0.36 -0.75 -0.2572
O -1.063 0.007 1.995 0.63 -0.70 2.13 -1.0443
H -0.456 -0.048 -0.027 0.23 -0.21 0.32 0.1903
H -1.706 1.062 0.380 0.21 0.41 -0.01 0.1945
H -0.008 1.420 0.863 -0.07 0.02 0.18 0.1707
B -3.649 -2.204 1.119 0.08 -1.45 -0.08 -0.7700
H -4.160 -2.080 0.067 -0.36 0.27 -0.15 0.0790
H -3.963 -1.327 1.861 -0.55 1.47 1.19 -0.0641
H -3.841 -3.277 1.593 -0.15 -0.26 0.43 0.0511
H -2.481 -2.146 0.867 1.57 0.34 0.15 -0.0124
C 2.365 3.874 1.474 -0.11 -0.02 0.25 -0.4415
C 3.458 2.822 1.748 0.82 0.52 -0.15 -0.4361
C 2.999 2.049 2.973 0.13 -0.54 -0.97 -0.0805
O 1.569 2.197 2.962 -0.69 -1.22 0.19 -0.6451
C 1.225 3.489 2.420 -0.19 0.65 0.91 -0.0776
H 2.045 3.849 0.435 -0.01 -0.02 0.00 0.2297
H 2.716 4.880 1.689 -0.02 0.01 0.00 0.2372
H 4.438 3.271 1.914 -0.12 0.17 0.14 0.2378
H 3.627 2.183 0.883 -0.37 -0.20 0.08 0.2240
H 3.460 2.337 3.917 -0.26 0.36 0.02 0.1971
H 3.218 0.991 2.800 -0.08 -0.05 0.30 0.1821
H 1.096 4.122 3.305 0.54 0.39 -0.22 0.1897
H 0.221 3.510 1.997 0.15 -0.68 -0.37 0.2039
C -0.176 -1.788 -2.516 -1.65 -0.25 0.43 -0.4446
C 0.594 -2.653 -1.518 0.13 1.03 -0.49 -0.4319
C 2.010 -2.433 -2.017 0.21 -0.12 0.32 -0.0631
O 1.918 -2.332 -3.428 0.24 -0.16 -0.44 -0.5266
C 0.589 -1.987 -3.828 -0.63 0.04 1.14 -0.0709
H -0.390 -0.754 -2.229 0.84 0.17 0.00 0.1955
H -1.196 -2.186 -2.552 0.12 -0.08 -0.45 0.2200
H 0.231 -3.664 -1.702 0.40 -0.22 0.43 0.2155
H 0.482 -2.341 -0.479 -0.16 -0.23 0.05 0.1939
H 2.676 -3.233 -1.685 0.09 -0.15 -0.57 0.1881
H 2.464 -1.507 -1.636 -0.29 0.10 0.17 0.1500
H 0.121 -2.818 -4.359 0.30 0.00 -0.29 0.1793
H 0.529 -1.075 -4.420 0.45 -0.11 -0.23 0.1896
C -3.732 -0.456 -2.171 -0.52 0.54 -0.08 -0.4042
Cl -2.978 1.074 -2.662 0.19 0.06 0.08 -0.0395
Cl -3.697 -1.639 -3.465 0.07 -0.21 0.06 0.0039
H -3.260 -0.798 -1.260 0.24 -0.24 -0.22 0.2190
H -4.773 -0.229 -1.970 0.00 -0.05 0.03 0.2288
```
Positions in Å, forces in eV/Å.


[4]
A molecular structure, C10H25FO8Si2 in a non-equilibrium geometry, computed with the ωB97M-V functional and the def2-TZVPD basis.

The HOMO-LUMO gap comes out at 10.72 eV.

```
46
Properties=species:S:1:pos:R:3:forces:R:3:nbo_charge:R:1
O -0.813 -2.290 1.421 0.40 0.82 -0.30 -0.7305
C -0.415 -1.196 0.550 -0.60 0.22 -0.38 -0.0606
C -0.960 0.188 1.074 -0.57 -0.88 0.60 -0.8941
Si -2.795 0.471 0.560 1.65 -0.49 1.63 1.3844
O -3.720 -0.611 1.537 -1.22 0.68 -2.46 -1.2090
Si -5.196 -1.066 0.827 1.42 -1.63 -0.18 1.7139
F -4.926 -2.010 -0.549 -0.27 1.43 1.77 -0.6574
H -1.309 -2.908 0.879 -0.02 -0.04 0.13 0.4699
H -0.879 -1.425 -0.443 0.72 0.38 0.45 0.1596
H 0.692 -1.164 0.448 -0.70 -0.16 0.11 0.1773
H -1.001 0.087 2.196 0.17 0.24 -0.90 0.2482
H -0.301 1.054 0.838 -0.42 -0.64 0.00 0.2543
H -3.123 1.876 0.852 -0.35 0.04 0.04 -0.2002
H -2.931 0.228 -0.880 -0.34 -0.21 -0.16 -0.1978
H -6.033 0.078 0.455 0.13 0.11 -0.21 -0.2306
H -5.862 -1.967 1.787 0.04 0.14 -0.14 -0.2280
C 0.576 6.835 1.194 -0.23 -0.14 0.15 -0.6398
C 1.959 6.273 1.456 -0.15 0.31 -0.50 -0.0708
O 2.056 5.716 2.773 0.15 -0.14 0.07 -0.4929
C 1.484 4.521 2.932 -0.01 0.29 0.19 0.9830
O 0.917 3.887 2.083 0.00 -0.14 -0.12 -0.6503
O 1.627 4.161 4.210 0.06 -0.02 -0.09 -0.4930
C 0.967 2.939 4.542 -0.10 -0.31 0.22 -0.2577
H 0.301 7.551 1.971 0.11 0.08 -0.08 0.2119
H 0.541 7.333 0.224 0.05 0.01 0.04 0.2172
H -0.179 6.048 1.202 0.10 -0.02 -0.09 0.2256
H 2.694 7.077 1.408 0.06 -0.11 0.27 0.1910
H 2.242 5.531 0.706 -0.11 -0.10 0.15 0.1933
H 1.270 2.132 3.875 -0.09 0.11 -0.07 0.1975
H -0.114 3.078 4.509 0.04 -0.07 -0.13 0.1886
H 1.255 2.676 5.558 0.10 0.23 -0.05 0.1967
C 0.647 -5.385 -1.427 0.30 -0.01 -0.02 -0.6424
C -0.137 -4.692 -2.523 -0.18 -0.45 0.38 -0.0700
O 0.626 -3.633 -3.115 -0.08 0.14 -0.17 -0.4953
C 1.576 -4.021 -3.968 -0.02 0.17 0.23 0.9817
O 1.830 -5.153 -4.281 -0.01 -0.08 -0.10 -0.6439
O 2.213 -2.929 -4.401 -0.09 -0.04 -0.02 -0.4943
C 3.325 -3.209 -5.251 0.30 0.07 -0.24 -0.2573
H 0.999 -4.658 -0.692 -0.15 0.00 0.03 0.2136
H 0.029 -6.130 -0.923 -0.03 0.06 -0.01 0.2174
H 1.528 -5.889 -1.827 -0.12 -0.03 -0.07 0.2272
H -1.027 -4.231 -2.092 0.12 0.26 -0.17 0.1862
H -0.476 -5.394 -3.287 0.19 0.07 -0.05 0.1958
H 3.034 -3.845 -6.086 0.00 -0.08 0.14 0.1975
H 4.125 -3.675 -4.676 -0.08 -0.11 -0.08 0.1888
H 3.684 -2.260 -5.645 -0.18 0.06 0.17 0.1951
```
Positions in Å, forces in eV/Å.


Record order is preserved below.
E: -22733.6017, -27262.0468, -80462.1837, -45631.5805 eV